1.
Here is C9H30BeN14O13Pb as an isolated structure in a non-equilibrium geometry from OMol25. Energies are from ωB97M-V/def2-TZVPD.

The geometry in XYZ format:
```
68
Properties=species:S:1:pos:R:3:forces:R:3:mulliken_charge:R:1
Be 18.432 9.992 7.897 -0.0831 0.0197 -0.3482 0.628
Pb 13.137 10.003 12.646 -0.6804 -0.1707 -0.1554 1.257
O 12.256 9.964 6.030 -1.0577 -0.6919 -1.2567 -0.371
C 13.387 9.652 6.560 3.1418 -1.1879 -2.9766 0.831
O 14.312 9.026 5.942 -0.7658 0.4583 0.6070 -0.445
O 13.561 10.079 7.678 1.5513 0.3278 3.5240 -0.530
H 11.957 10.146 6.924 -2.6520 1.1332 0.3114 0.335
O 8.937 6.979 9.831 1.3112 0.9854 0.0685 -0.404
C 8.618 6.714 11.082 0.5337 1.0754 0.3205 0.793
O 9.140 7.257 12.102 0.3834 -0.0871 -0.7066 -0.453
O 7.703 5.929 11.203 -1.5136 -1.4548 1.6286 -0.404
H 8.247 6.455 9.418 -0.2607 -0.2334 -1.2547 0.353
C 8.117 13.643 10.816 4.1733 -1.0609 2.6710 0.728
O 9.235 13.108 11.028 -1.0669 -0.0717 -0.7009 -0.738
N 7.320 13.996 11.775 -0.8531 -0.7611 4.5347 -0.415
N 7.645 14.161 9.773 -0.8814 1.2095 -6.8880 -0.327
H 6.439 14.447 11.574 0.2911 -0.2577 1.2356 0.178
H 7.763 13.705 12.635 -1.3385 0.5150 0.7184 0.209
H 6.716 14.542 9.885 0.4706 0.0469 -1.3925 0.157
H 8.124 14.011 8.896 -0.6214 0.2717 -0.1418 0.210
C 21.233 5.636 4.340 1.1735 2.1751 3.0413 0.680
O 21.134 6.512 5.189 0.4859 1.0251 1.3172 -0.667
N 22.239 4.856 4.175 4.1550 -1.9314 0.8491 -0.408
N 20.281 5.393 3.567 -6.1810 -0.7808 -4.3483 -0.400
H 22.311 4.219 3.394 0.2866 0.0440 0.5521 0.202
H 22.781 4.818 5.027 0.7609 -0.4858 -0.6682 0.228
H 19.470 5.945 3.806 -0.2645 -0.3973 -0.6366 0.239
H 20.209 4.476 3.150 -0.4757 0.3962 -0.0599 0.212
C 13.745 1.501 4.721 -2.5752 -1.9253 -1.3597 0.630
O 13.032 0.720 4.037 1.9896 1.9768 0.8854 -0.617
N 14.399 1.102 5.810 1.7258 -1.3089 2.3121 -0.369
N 13.836 2.833 4.554 -0.2660 1.6912 -0.9667 -0.359
H 14.764 1.721 6.520 -0.1087 0.1561 -0.5062 0.166
H 14.717 0.153 5.945 -0.6475 0.0246 -0.3749 0.218
H 14.358 3.428 5.182 -0.0522 -0.3431 -0.3011 0.156
H 13.428 3.267 3.739 -0.0677 -0.2650 0.3081 0.205
C 8.776 5.265 2.641 -1.3656 -0.1256 0.1058 0.652
O 7.935 5.651 3.391 -2.9978 0.3187 3.0734 -0.616
N 8.883 4.092 2.145 -0.8598 -5.6317 -1.3094 -0.372
N 9.602 6.107 2.180 4.7851 4.6530 -1.6101 -0.383
H 8.094 3.487 2.324 0.2809 -0.1856 -0.1175 0.236
H 9.545 3.789 1.445 -0.1827 0.2751 0.2756 0.180
H 10.332 5.844 1.535 -0.0178 0.3553 0.2773 0.183
H 9.712 6.875 2.827 0.3709 0.3320 -0.6839 0.235
C 18.300 11.359 1.843 0.3843 -1.6136 3.4682 0.684
O 18.660 11.281 3.034 -0.0601 0.9248 -0.2921 -0.614
N 17.134 10.852 1.476 -1.2399 -0.0390 -1.0038 -0.384
N 19.082 11.722 0.862 1.5887 1.1650 -1.4096 -0.393
H 16.476 10.587 2.195 0.1281 -0.3151 -0.6027 0.231
H 17.167 10.590 0.501 -1.3521 -0.4588 0.3369 0.196
H 19.912 12.222 1.149 0.0133 -0.1360 -0.5461 0.245
H 18.700 11.776 -0.071 0.5050 0.4350 0.1425 0.200
C 16.583 16.052 8.197 6.1409 -0.2683 -1.5227 0.587
O 17.188 15.065 7.854 0.8780 -2.6066 0.5313 -0.676
N 15.365 16.230 8.034 -9.0169 0.1350 -0.0257 -0.321
N 17.208 17.178 8.449 2.7308 3.2977 1.5295 -0.388
H 14.967 17.106 8.339 -0.3156 -0.3876 -0.0351 0.204
H 14.798 15.402 8.148 -0.2573 0.2761 -0.3619 0.242
H 16.745 18.058 8.625 0.1081 -0.3197 0.0291 0.148
H 18.217 17.203 8.501 -0.2950 -0.1930 -0.1239 0.213
C 11.292 15.266 4.185 -1.7381 -0.8844 0.4041 0.644
O 10.202 14.827 4.437 -1.9445 0.1387 1.0319 -0.627
N 12.243 14.487 3.788 3.3301 -3.8032 -1.6709 -0.396
N 11.745 16.478 4.269 0.1943 5.0133 0.8848 -0.413
H 12.179 13.568 4.202 0.4930 -0.0772 -0.7788 0.204
H 13.100 14.919 3.471 0.1005 -0.9444 0.2967 0.173
H 11.252 17.108 4.886 0.0558 0.2198 -0.4988 0.239
H 12.735 16.624 4.131 -0.4654 0.3333 0.3641 0.177
```
Forces are in eV/Å.

Properties
charge = +2
strongest force on any atom = 9.02 eV Å⁻¹
frontier orbital gap = 1.48 eV
LUMO = -11.1 eV

***

2.
Here is a 2-piece molecular cluster, C28H22BF7O2S overall in a non-equilibrium geometry from OMol25. Energies are from ωB97M-V/def2-TZVPD.

The geometry in XYZ format:
```
61
Properties=species:S:1:pos:R:3:forces:R:3:mulliken_charge:R:1
C -4.072 1.059 -1.931 -0.4471 0.2899 -0.1336 -1.267
C -2.674 0.686 -2.231 0.9682 -1.1589 -0.7627 0.679
C -2.211 -0.593 -2.517 -0.0974 0.8830 0.2341 -0.776
C -0.794 -0.672 -2.553 0.2057 0.7842 0.4933 -0.324
C -0.170 0.533 -2.246 -1.2621 -0.6497 -1.5395 0.441
C 1.258 0.760 -2.186 1.1244 0.2045 -0.0255 1.091
C 1.788 1.980 -1.721 -0.2562 -0.5907 -0.0690 -0.707
C 3.147 2.100 -1.484 0.3416 0.0631 -0.2522 -0.147
C 3.660 3.370 -0.865 0.2244 0.7425 0.5593 0.867
F 5.004 3.535 -1.031 -1.1076 -0.0952 0.1490 -0.288
F 3.045 4.480 -1.382 0.5346 -0.9027 0.4899 -0.276
F 3.422 3.384 0.494 0.2478 0.0916 -1.2740 -0.247
C 4.032 1.066 -1.780 -0.1563 0.0685 0.1187 -1.307
C 3.519 -0.114 -2.305 0.0118 -0.0078 -0.1348 0.060
C 4.447 -1.249 -2.653 0.3644 -0.8581 -0.1040 0.837
F 3.888 -2.466 -2.332 0.5776 1.0793 -0.3685 -0.218
F 4.735 -1.297 -3.992 -0.1877 0.0402 1.1230 -0.271
F 5.635 -1.171 -1.984 -0.9181 -0.0625 -0.6149 -0.284
C 2.161 -0.274 -2.527 -0.3727 0.4852 0.2940 -0.667
S -1.365 1.815 -2.220 0.0326 -0.8646 0.3778 -0.328
H -4.736 0.505 -2.603 -0.0426 0.1825 0.1562 0.371
H -4.336 0.799 -0.894 0.1062 0.1409 -0.2340 0.167
H -4.220 2.133 -2.079 -0.1899 -0.1780 0.0792 0.384
H -2.883 -1.439 -2.652 0.1928 0.1893 0.1152 0.459
H -0.240 -1.589 -2.730 -0.1955 0.1369 0.1749 0.330
H 1.130 2.827 -1.534 0.1048 -0.2112 0.1418 0.593
H 5.096 1.182 -1.612 -0.1227 -0.0169 0.0407 0.576
H 1.788 -1.210 -2.939 0.1263 0.2054 0.1720 0.428
F 0.385 1.497 5.037 -0.1886 0.1622 -0.8830 -0.356
C 0.081 1.711 3.715 -0.2063 -0.1121 0.1865 0.016
C 0.362 2.954 3.154 -0.0097 -0.3489 -0.1164 -0.848
C 0.039 3.141 1.808 -0.2025 -0.0895 0.1787 -0.527
C -0.583 2.127 1.077 0.1280 0.1557 -0.1168 0.166
C -0.822 0.878 1.646 0.2941 0.1479 -0.1410 -0.680
C -1.328 -0.289 0.811 -1.5627 -0.9658 3.2212 1.205
B -2.481 -0.970 1.925 1.0246 1.0669 -2.9895 0.572
O -3.772 -0.520 1.762 -0.0065 -0.9280 0.8304 -0.498
C -4.582 -1.367 2.621 -0.2539 0.4268 -0.0821 -0.381
C -3.609 -2.326 3.323 0.4574 -0.0492 0.1088 -0.391
O -2.282 -1.994 2.803 -0.9290 0.1469 0.0745 -0.400
C -0.280 -1.340 0.563 0.5086 -0.1034 -0.4390 1.177
C 1.090 -1.057 0.655 -0.1585 -0.0859 0.0540 -0.031
C 2.045 -2.033 0.372 -0.1927 0.0052 0.0622 -0.742
C 1.641 -3.309 -0.018 0.0145 0.0888 -0.0458 -0.742
C 0.278 -3.603 -0.112 -0.0213 0.0370 0.0021 -0.930
C -0.675 -2.630 0.186 0.3266 0.0884 -0.1120 -0.287
C -0.511 0.672 2.998 0.4827 0.5676 0.0919 -0.217
H 0.821 3.736 3.752 -0.0440 -0.1813 -0.1024 0.447
H 0.274 4.087 1.319 -0.1051 -0.1656 0.1913 0.447
H -0.877 2.287 0.033 0.3119 -0.0002 0.7417 0.228
H -1.860 0.039 -0.089 0.2131 -0.1553 0.2739 -1.106
H -5.105 -0.727 3.341 -0.0007 -0.1542 -0.2007 0.290
H -5.312 -1.907 2.003 0.1600 0.2341 0.1470 0.266
H -3.599 -2.183 4.411 0.0287 -0.1118 -0.2905 0.287
H -3.831 -3.373 3.085 0.1962 0.2323 0.1229 0.243
H 1.412 -0.056 0.955 -0.0840 -0.3160 -0.1160 0.361
H 3.102 -1.777 0.456 -0.2667 -0.1634 -0.0599 0.554
H 2.391 -4.064 -0.262 -0.2426 0.1630 0.0924 0.406
H -0.047 -4.598 -0.419 0.1142 0.2501 0.0949 0.391
H -1.741 -2.856 0.104 0.2942 -0.0100 0.0286 0.336
H -0.677 -0.291 3.476 0.1126 0.1768 -0.0142 0.566
```
Forces are in eV/Å.

Properties
SMILES = Cc1ccc(-c2cc(C(F)(F)F)cc(C(F)(F)F)c2)s1.Fc1cccc([C@H](B2OCCO2)c2ccccc2)c1
strongest force on any atom = 3.71 eV Å⁻¹
energy above the lowest of the compared OMol25 structures with the same formula, charge and spin = 0.0 kcal/mol
frontier orbital gap = 8.06 eV
LUMO = -0.2 eV

***

3.
Here is the molecule C5H9P in a non-equilibrium geometry from OMol25. Energies are from ωB97M-V/def2-TZVPD.

The geometry in XYZ format:
```
15
Properties=species:S:1:pos:R:3:forces:R:3:mulliken_charge:R:1
C -0.256 0.340 1.230 -0.0243 1.3571 1.4721 -0.613
C -0.528 0.464 -0.021 -0.4329 0.9127 -0.8571 0.735
C 1.305 -1.515 1.214 2.4489 -0.0702 -1.9747 -0.862
C 0.043 -0.499 -1.050 -2.9914 -1.6215 1.2065 -0.798
C -1.524 1.564 -0.493 1.6557 -1.6346 -2.7271 -1.411
P 1.573 -1.402 -0.559 -1.1149 -0.8971 0.4676 0.032
H -0.089 0.645 2.257 -0.3933 -0.1541 -0.5578 0.357
H 2.022 -1.042 1.839 0.2098 0.4122 0.7385 0.391
H 1.038 -2.479 1.454 -0.9279 -1.9911 1.0272 0.364
H -0.876 -1.172 -1.329 1.9572 0.8965 0.0918 0.307
H 0.347 0.072 -1.856 0.2643 1.0409 -2.1437 0.433
H -1.405 1.886 -1.591 0.4869 -0.0602 1.7213 0.298
H -1.541 2.316 0.219 -0.0014 1.7451 0.9385 0.425
H -2.465 1.117 -0.544 -1.8572 -0.8113 0.2353 0.345
H 2.355 -0.297 -0.770 0.7204 0.8756 0.3616 -0.004
```
Forces are in eV/Å.

Properties
strongest force on any atom = 3.61 eV Å⁻¹
energy above the lowest of the compared OMol25 structures with the same formula, charge and spin = 39.4 kcal/mol
multiplicity = 3
frontier orbital gap (spin up / spin down) = 7.26 / 8.01 eV
LUMO (spin up / spin down) = 1.1 / -1.1 eV
expectation value of S² = 2.02

***

4.
Here is C17H19AsN5ORuS7 as an isolated structure in a non-equilibrium geometry from OMol25. Energies are from ωB97M-V/def2-TZVPD.

The geometry in XYZ format:
```
51
Properties=species:S:1:pos:R:3:forces:R:3:mulliken_charge:R:1
Ru -0.269 0.134 -0.322 -0.1834 0.4671 0.2906 0.902
C -0.741 -2.048 -3.072 -0.1050 -0.0308 -0.3315 -1.546
C 0.512 -1.676 -2.376 0.4026 0.0175 0.0342 1.412
N 0.648 -1.899 -1.102 0.8518 -0.5986 0.6142 -0.610
N 1.992 -2.116 -0.672 -0.1540 0.6105 0.4110 -0.593
C 2.421 -1.552 0.405 -0.4048 -0.1309 -0.3671 0.376
S 1.670 -0.335 1.407 0.0248 -0.4551 -0.4809 -0.424
S 4.067 -2.135 0.951 -0.3188 0.1141 -0.1893 -0.228
C 5.117 -1.336 -0.318 0.0372 0.3458 0.2768 -0.621
C 5.736 -0.032 0.151 -0.1184 -0.1571 0.0361 0.257
C 5.005 1.155 0.075 -0.0063 0.0879 0.0413 0.213
C 5.546 2.344 0.559 0.0221 -0.0918 -0.0280 -1.116
C 6.822 2.370 1.124 -0.0931 -0.2495 -0.0931 -0.320
C 7.558 1.190 1.203 -0.1945 -0.0887 -0.1154 -0.534
C 7.012 -0.001 0.718 0.0413 0.0833 -0.0066 -0.459
C 1.581 -1.060 -3.146 0.2832 -0.1279 -0.4238 0.668
C 1.944 -1.527 -4.418 0.0731 0.0639 0.1094 -0.702
C 2.956 -0.933 -5.154 0.0434 0.3029 0.3158 -0.711
C 3.596 0.197 -4.600 -0.2951 -0.2062 0.1483 -0.455
C 3.217 0.713 -3.373 -0.0542 -0.2278 -0.1236 -0.431
C 2.183 0.110 -2.586 0.0140 0.4046 0.4582 0.315
O 1.824 0.616 -1.448 0.3023 -0.2807 -0.7917 -0.525
H -1.393 -2.607 -2.425 -0.2463 -0.2133 0.2074 0.352
H -0.452 -2.658 -3.941 -0.1118 0.0841 0.1539 0.426
H -1.283 -1.184 -3.448 -0.0706 0.1659 -0.0724 0.234
H 4.466 -1.196 -1.176 0.0105 0.0810 -0.1788 -0.082
H 5.886 -2.057 -0.582 0.1122 -0.0581 -0.0300 0.512
H 3.999 1.135 -0.343 0.0888 0.0210 0.0570 0.605
H 4.959 3.257 0.500 0.0747 -0.1275 0.0084 0.422
H 7.236 3.299 1.502 -0.0270 -0.0423 -0.0212 0.353
H 8.553 1.194 1.643 -0.1360 -0.0180 -0.0650 0.341
H 7.584 -0.927 0.785 -0.0778 0.1536 -0.0009 0.336
H 1.440 -2.409 -4.816 0.0988 0.1919 0.0775 0.227
H 3.239 -1.322 -6.126 0.0114 0.0470 0.0965 0.357
H 4.401 0.678 -5.150 -0.0352 0.0065 0.0104 0.351
H 3.702 1.594 -2.962 -0.0378 -0.0533 -0.0506 0.414
S -4.191 2.336 -0.339 0.2258 -0.1304 -0.0856 -0.624
As -3.070 1.059 -1.628 -0.9651 0.2309 -0.2076 0.372
S -2.638 -0.852 -0.583 0.5292 0.1850 -0.1078 -0.570
S -0.995 1.815 -1.913 0.1442 -0.3628 0.1738 -0.468
S -3.936 0.656 -3.532 0.2322 0.0088 0.1919 -0.620
N -1.289 -0.571 2.135 0.2048 0.2001 0.0745 -0.470
N -1.525 0.357 3.117 0.3687 0.5511 -0.9273 -0.305
C -1.204 1.650 2.918 -0.2141 0.1710 0.0051 0.625
N -1.416 2.413 4.045 0.1549 0.0801 -0.0130 -0.556
S -0.672 2.310 1.494 0.0433 -0.1104 0.2442 -0.293
H -2.122 -1.006 1.817 -0.8278 -0.3245 -0.4057 0.326
H -0.548 -1.196 2.372 0.5670 -0.4268 0.1046 0.245
H -1.727 0.053 4.031 -0.2261 -0.3373 1.0806 0.176
H -2.125 2.100 4.693 -0.0256 0.0457 -0.1250 0.199
H -1.425 3.398 3.851 -0.0337 0.1281 0.0203 0.244
```
Forces are in eV/Å.

Properties
charge = -2
strongest force on any atom = 1.21 eV Å⁻¹
energy above the lowest of the compared OMol25 structures with the same formula, charge and spin = 13.4 kcal/mol
multiplicity = 6
frontier orbital gap (spin up / spin down) = 5.76 / 5.67 eV
LUMO (spin up / spin down) = 4.2 / 4.1 eV
expectation value of S² = 8.77